Density functional theory data (the ωB97M-V functional and the def2-TZVPD basis) for a cluster of 9 separate species, C26H58Cl14N2O4 in total at a distorted geometry.

```
104
C26H58Cl14N2O4 the ωB97M-V functional and the def2-TZVPD basis
C 1.9862 1.2556 -0.7140
O 1.2639 2.2738 -0.0569
C 0.7039 3.2115 -0.9402
C -0.0221 4.2386 -0.0920
N -1.1440 3.5882 0.5830
C -1.3974 4.0803 1.9412
C -0.3994 3.5254 2.9530
O -0.6226 2.1409 3.0814
C 0.2911 1.5794 3.9886
H 2.4378 0.6086 0.0318
H 2.7786 1.6575 -1.3577
H 1.3188 0.6881 -1.3706
H -0.0344 2.7181 -1.5905
H 1.4455 3.6947 -1.5836
H -0.4537 4.9915 -0.7577
H 0.7061 4.6833 0.5958
H -0.9229 2.6009 0.6926
H -2.3787 3.8021 2.3299
H -1.2827 5.1652 1.9015
H -0.4958 4.0929 3.8899
H 0.6250 3.7496 2.6216
H 0.1439 0.4958 4.0335
H 0.1251 1.8626 5.0373
H 1.3281 1.7921 3.7205
C 1.6349 6.0780 -4.0893
O 2.9165 5.6596 -4.5404
C 3.0879 4.2631 -4.6407
C 2.0345 3.4754 -5.4324
N 0.8391 3.1736 -4.6280
C -0.1638 2.4950 -5.4321
C -1.3929 2.1775 -4.5723
O -1.1032 1.0876 -3.7104
C -2.1429 0.8751 -2.7833
H 0.8289 5.7280 -4.7365
H 1.6870 7.1531 -3.9585
H 1.4258 5.5828 -3.1315
H 3.1776 3.7698 -3.6653
H 4.0371 4.1674 -5.1684
H 2.5924 2.5498 -5.6432
H 1.7350 3.9584 -6.3602
H 1.0886 2.5240 -3.8868
H 0.1694 1.5484 -5.8783
H -0.5423 3.1645 -6.2082
H -2.1971 1.8471 -5.2416
H -1.6861 3.0746 -4.0222
H -3.0738 0.8333 -3.3607
H -2.2557 1.6298 -1.9961
H -2.0289 -0.0628 -2.2384
Cl -2.0532 -8.1575 3.2378
C -0.7636 -7.2436 2.4110
C -1.2833 -5.8817 1.9881
Cl -1.5703 -4.8378 3.3950
H -0.3735 -7.8060 1.5654
H 0.0384 -7.1723 3.1418
H -2.1977 -5.9714 1.3998
H -0.6197 -5.3751 1.2838
Cl -0.6485 -1.1032 -0.1786
C -0.2761 -2.2675 1.0897
C 0.8316 -1.6850 1.9751
Cl 1.1605 -2.8598 3.2531
H 0.0431 -3.1883 0.6113
H -1.1730 -2.4002 1.6895
H 0.5592 -0.7113 2.3721
H 1.7205 -1.5936 1.3592
Cl 6.4736 -1.7024 -2.1208
C 6.6155 -2.3881 -0.4768
C 5.3671 -3.1882 -0.1410
Cl 3.9456 -2.1195 0.0696
H 6.7668 -1.6092 0.2646
H 7.4495 -3.0874 -0.4812
H 5.5356 -3.6892 0.8114
H 5.1967 -3.9315 -0.9150
Cl 1.6423 -0.8145 8.4529
C 2.3813 0.0283 7.0721
C 2.6316 -0.9391 5.9188
Cl 3.7442 -0.1867 4.7284
H 3.2869 0.5197 7.4209
H 1.7318 0.8495 6.7698
H 1.6976 -1.2036 5.4380
H 3.1353 -1.8076 6.3318
Cl 1.4261 -4.8998 -1.3164
C 0.4370 -5.0440 -2.7963
C -0.8372 -4.2119 -2.7866
Cl -1.8974 -4.7409 -1.4334
H 0.1250 -6.0782 -2.9263
H 1.0807 -4.7597 -3.6252
H -1.3747 -4.4030 -3.7109
H -0.6506 -3.1536 -2.6264
Cl -4.6843 -4.9694 0.5606
C -4.5897 -3.2699 1.0579
C -5.8460 -2.8686 1.8093
Cl -7.3419 -3.0855 0.8513
H -4.3152 -2.6341 0.2216
H -3.7824 -3.2064 1.7902
H -5.7740 -1.8196 2.0963
H -5.9003 -3.4197 2.7457
Cl -3.2685 -0.2335 1.8111
C -3.5650 1.0041 0.5827
C -4.7581 1.8980 0.9380
Cl -6.2309 0.9535 1.2589
H -3.7528 0.5435 -0.3828
H -2.6740 1.6279 0.5811
H -4.9424 2.5773 0.1095
H -4.5476 2.4677 1.8392
```

Computed properties:
Total energy   -214386.163 eV
LUMO energy   0.3 eV
Structure (SMILES)   COCCNCCOC.COCCNCCOC.ClCCCl.ClCCCl.ClCCCl.ClCCCl.ClCCCl.ClCCCl.ClCCCl
Highest occupied orbital energy   -9.1 eV

Atomic partial charges in e from the Löwdin method, atoms 1 to 2: C -0.11; O -0.19